[1]
The following is a quantum chemistry calculation of a cluster of 10 separate species, C32H72N8O12 in total in a non-equilibrium geometry, from the Open Molecules 2025 dataset.

```
! RIJCOSX wB97M-V def2-TZVPD def2/J DEFGRID3
* xyz -1 2
C 18.79742 5.95199 26.34033
O 19.97310 5.64012 26.48871
N 18.31854 6.45819 25.17599
C 16.96876 7.02023 25.00779
C 19.22852 6.54042 23.99013
H 18.11807 5.92530 27.20635
H 17.17034 8.07258 24.80769
H 16.32085 6.97592 25.88321
H 16.31667 6.55780 24.26682
H 20.22340 6.12394 24.14778
H 18.77094 5.94693 23.19861
H 19.32954 7.56542 23.63338
C 15.63111 12.91663 17.85084
O 15.41245 11.75045 17.73558
N 16.82014 13.51503 18.04238
C 16.97104 14.98403 18.08501
C 18.00430 12.66554 18.15347
H 14.83553 13.66995 17.74238
H 17.12992 15.44601 19.05939
H 16.06234 15.48855 17.75663
H 17.75715 15.25676 17.38090
H 17.82909 11.59435 18.25326
H 18.70055 12.84255 17.33371
H 18.48602 12.92263 19.09684
C 15.41527 10.29568 20.80477
O 16.17907 10.50872 21.76574
N 14.69957 9.19387 20.45032
C 13.85814 9.16992 19.21741
C 14.87625 7.94847 21.03415
H 15.26149 11.08780 20.05570
H 13.59947 10.19917 18.96874
H 12.93219 8.64673 19.45615
H 14.25406 8.61008 18.37011
H 15.41662 8.06140 21.97402
H 13.94809 7.43984 21.29476
H 15.35033 7.27373 20.32137
C 11.16249 8.79343 21.65274
O 10.11730 8.84383 21.00283
N 11.43299 9.32672 22.86412
C 12.68675 9.22561 23.57305
C 10.22831 9.90111 23.56650
H 12.02930 8.19968 21.32369
H 13.42519 8.55915 23.12736
H 12.52973 8.75971 24.54587
H 13.10677 10.21987 23.72512
H 10.67180 10.76924 24.05413
H 9.40178 10.25825 22.95218
H 9.83637 9.22019 24.32203
C 19.31964 14.54613 23.38781
O 19.77550 14.92408 24.47380
N 18.80623 13.31760 23.12041
C 18.71778 12.28159 24.12515
C 18.32007 13.07211 21.74832
H 19.31679 15.22949 22.52455
H 18.97232 11.27931 23.78059
H 17.69265 12.30042 24.49511
H 19.32982 12.49132 25.00238
H 17.35049 12.57423 21.76010
H 18.07895 13.93549 21.12822
H 19.06568 12.48816 21.20872
C 14.51072 13.87602 21.35150
O 14.01635 14.14719 20.23369
N 14.84150 14.82959 22.25265
C 15.39889 14.53611 23.55287
C 14.53412 16.26494 22.02982
H 14.69572 12.86665 21.75042
H 16.35853 15.05301 23.54974
H 15.60568 13.47093 23.65654
H 14.71288 14.90668 24.31454
H 13.91381 16.43689 21.15018
H 13.92055 16.53795 22.88836
H 15.37115 16.95511 21.92432
C 13.31938 4.92477 18.84888
O 13.30562 6.04983 19.23404
N 14.19947 4.02104 19.30505
C 15.17455 4.20108 20.40394
C 14.31727 2.73688 18.64046
H 12.67998 4.59758 18.01442
H 15.11836 3.43555 21.17784
H 15.10650 5.13306 20.96508
H 16.17987 4.18880 19.98290
H 13.82942 2.78001 17.66669
H 15.34494 2.59026 18.30804
H 13.97621 1.90216 19.25285
C 11.99320 12.89599 17.70381
O 12.34323 13.54179 16.72665
N 11.15959 11.84340 17.60595
C 10.58646 11.16722 18.73252
C 10.70846 11.29091 16.33509
H 12.13893 13.23902 18.73981
H 9.51308 11.35580 18.71278
H 10.94968 11.70011 19.61127
H 10.67355 10.09278 18.89410
H 11.39769 11.60247 15.55024
H 10.62464 10.20414 16.33769
H 9.75340 11.73660 16.05703
O 21.45204 10.64153 19.82840
C 20.92644 10.06160 18.87673
O 19.64423 9.60179 18.77771
C 18.77552 9.70064 19.89046
C 19.17788 8.77779 21.05729
C 21.67363 9.88932 17.59282
H 17.79550 9.36852 19.54788
H 18.65025 10.75606 20.13230
H 19.98008 9.12541 21.70824
H 19.58492 7.84483 20.66743
H 18.27219 8.49627 21.59449
H 21.52029 10.74662 16.93737
H 21.30747 9.04549 17.00802
H 22.72585 9.65147 17.74887
O 20.63691 5.52494 18.43277
C 19.57993 5.39905 19.08066
O 18.44380 5.96975 18.79932
C 18.14848 6.55816 17.55094
C 16.64852 6.68936 17.47112
C 19.59815 4.84489 20.54170
H 18.52561 5.92445 16.74826
H 18.68457 7.49998 17.43394
H 16.38127 7.51603 18.12937
H 16.04712 5.81856 17.73210
H 16.35350 6.94642 16.45378
H 20.63783 4.63282 20.79108
H 19.07998 3.88848 20.61145
H 19.23561 5.59439 21.24520
*
```

The calculation puts the maximum force at 4.1 eV/A. The value obtained for the HOMO-LUMO gap (spin up / spin down) is 1.75 / 9.02 eV. The expectation value of S² is 0.751. The highest occupied orbital energy (spin up / spin down) comes out at 0.29 / -7.00 eV.

These are the Mulliken partial charges, in e, on atoms 1 to 2:
1 C -0.0666
2 O -0.5345

***

[2]
The following is a quantum chemistry calculation of a cluster of 5 separate species, C32H73BClF5N4O14PS in total in a non-equilibrium geometry, from the Open Molecules 2025 dataset.

```
! RIJCOSX wB97M-V def2-TZVPD def2/J DEFGRID3
* xyz -1 1
O 5.74217 3.28650 -0.38843
S 4.65148 2.46549 -0.66338
O 3.73318 2.33815 0.37547
O 5.16898 0.98526 -1.00404
C 3.79022 2.94888 -2.10953
C 3.19884 4.32352 -2.00137
C 2.78935 4.85832 -3.36373
C 2.04286 3.85399 -4.22431
C 0.56617 3.76889 -3.88642
C -0.08889 2.43567 -4.33507
O -0.93964 2.03856 -3.26542
B -0.35005 2.65621 -2.09116
P 0.94944 1.31735 -1.35728
O 0.81452 1.28305 0.29037
Cl 0.28763 -0.60873 -1.96610
C -1.51465 3.15597 -1.04406
F -1.05440 4.00264 -0.11234
F -2.04262 2.06798 -0.40056
C -2.72746 3.82175 -1.72095
F -3.37741 4.58745 -0.88655
F -3.52506 2.88980 -2.14277
F -2.42270 4.56678 -2.75042
O 0.39154 3.84105 -2.49687
H 4.63550 0.67499 -1.75252
H 4.41240 2.90955 -2.99228
H 2.99394 2.22963 -2.26347
H 3.90834 5.01289 -1.56756
H 2.33855 4.33431 -1.35950
H 2.14492 5.70951 -3.21456
H 3.65020 5.24194 -3.89305
H 2.09518 4.20833 -5.24763
H 2.47715 2.86234 -4.23047
H 0.05108 4.53479 -4.45752
H 0.62195 1.67667 -4.64081
H -0.78117 2.63720 -5.14081
H 1.24036 0.47396 0.61106
C -7.61355 -3.53701 -0.37473
O -6.22109 -3.64796 -0.59266
C -5.74728 -3.01874 -1.79253
C -4.88541 -1.82305 -1.45469
N -5.69488 -0.74394 -0.90556
C -4.92392 0.35598 -0.32230
C -4.07304 0.03825 0.89600
O -4.83445 -0.30151 2.04939
C -5.20763 -1.65998 2.14206
H -7.86388 -4.16109 0.48265
H -7.90637 -2.50560 -0.14814
H -8.18208 -3.89256 -1.23754
H -6.56732 -2.73745 -2.45751
H -5.13184 -3.75546 -2.31739
H -4.38261 -1.46867 -2.35888
H -4.11560 -2.16000 -0.74792
H -6.29696 -1.12278 -0.18587
H -5.64349 1.12678 -0.03238
H -4.28806 0.79753 -1.09185
H -3.53218 0.94870 1.15297
H -3.30891 -0.72097 0.69466
H -4.46419 -2.32202 1.69055
H -6.18623 -1.83571 1.68308
H -5.29491 -1.90990 3.20114
C 0.90675 -0.62774 3.02970
O 1.90688 -0.54844 2.03447
C 3.18081 -0.11485 2.52002
C 4.18972 -1.23813 2.43930
N 3.90366 -2.28896 3.41398
C 4.69067 -3.50455 3.22565
C 4.48525 -4.29699 1.93859
O 3.21072 -4.90264 1.82032
C 2.19297 -4.07346 1.28185
H -0.04136 -0.82975 2.53258
H 1.10619 -1.44057 3.73892
H 0.81791 0.31642 3.57430
H 3.11208 0.28510 3.53582
H 3.51201 0.69184 1.86627
H 5.18910 -0.83652 2.63262
H 4.16854 -1.62308 1.41159
H 2.92276 -2.52863 3.35603
H 4.45000 -4.16651 4.06336
H 5.75155 -3.24995 3.31936
H 5.20253 -5.12292 1.95425
H 4.71849 -3.70774 1.04427
H 2.58726 -3.35408 0.56096
H 1.65290 -3.54629 2.07251
H 1.47694 -4.71747 0.77079
C -6.05488 1.52966 -4.15600
O -6.84350 1.28942 -5.31984
C -6.45225 0.14566 -6.06681
C -7.49499 -0.94382 -5.98983
N -7.53337 -1.54097 -4.66741
C -8.66786 -2.42470 -4.44958
C -10.06681 -1.81643 -4.47939
O -10.33654 -0.92919 -3.41249
C -9.91779 0.41111 -3.61325
H -6.34417 2.49866 -3.75391
H -6.22732 0.76964 -3.38532
H -4.99084 1.56159 -4.40384
H -5.47433 -0.22731 -5.75027
H -6.36598 0.46671 -7.11007
H -7.25712 -1.72299 -6.72099
H -8.45870 -0.49543 -6.26812
H -7.56035 -0.80520 -3.97192
H -8.52885 -2.87607 -3.46728
H -8.62131 -3.23984 -5.17998
H -10.77809 -2.63988 -4.36377
H -10.29735 -1.34663 -5.44331
H -9.96677 0.70280 -4.66506
H -8.90695 0.57083 -3.23057
H -10.58808 1.05532 -3.04358
C 9.98266 2.19258 5.03226
O 10.18130 1.25412 6.07453
C 9.26138 1.38356 7.15201
C 8.33068 0.19164 7.21488
N 7.39745 0.19515 6.09710
C 6.62421 -1.03700 5.95010
C 7.37887 -2.32380 5.62984
O 7.97559 -2.33967 4.34362
C 9.25964 -1.74766 4.27026
H 10.81411 2.09376 4.33655
H 9.05229 2.00122 4.48830
H 9.97232 3.21543 5.41973
H 8.69806 2.31851 7.08935
H 9.85212 1.41088 8.07305
H 7.76570 0.22705 8.15132
H 8.95428 -0.71327 7.22563
H 7.91449 0.35122 5.24216
H 5.91002 -0.86689 5.14082
H 6.03558 -1.19182 6.85959
H 6.63961 -3.12910 5.62583
H 8.11276 -2.58731 6.40149
H 9.82177 -1.86817 5.19951
H 9.19221 -0.68779 4.01117
H 9.80678 -2.24317 3.46749
*
```

The calculation puts the maximum force at 3.2 eV/A. The value obtained for the HOMO-LUMO gap is 6.45 eV. The highest occupied orbital energy comes out at -4.29 eV. The energy above the lowest of the compared OMol25 structures with the same formula, charge and spin is 1.20 kcal per mole.

These are the Mulliken partial charges, in e, on atoms 1 to 2:
1 O -0.6938
2 S 1.4563

***

[3]
The following is a quantum chemistry calculation of a structure of composition C32H73OP2 in a non-equilibrium geometry, from the Open Molecules 2025 dataset.

```
! RIJCOSX wB97M-V def2-TZVPD def2/J DEFGRID3
* xyz 1 1
O 0.15763 0.26387 -0.61252
H -0.51332 0.51886 -1.27535
C -5.07842 -1.09863 0.10942
C -3.85272 -0.95266 -0.83755
C -2.52975 -1.69385 -0.52618
C -1.41900 -1.47548 -1.62984
P 0.32192 -1.84889 -1.27049
C 0.63653 -1.72330 0.57628
C 2.10874 -1.83977 0.95110
C 2.39628 -2.75232 2.11637
C 3.77404 -2.70474 2.61550
C 1.66637 -1.00648 -2.38638
C 1.18068 -0.65984 -3.78489
C 2.32199 0.05018 -4.59707
C 2.55054 1.38063 -4.05256
C 0.60136 -3.66684 -1.65116
C -0.03895 -4.74168 -0.79891
C -0.01251 -6.15158 -1.49260
C 1.28783 -6.76941 -1.98038
H -4.93672 -0.98369 1.18405
H -5.52743 -2.09063 0.06023
H -5.86643 -0.42138 -0.21993
H -3.54505 0.08324 -0.98022
H -4.16809 -1.38789 -1.78582
H -2.70854 -2.74917 -0.32017
H -2.12620 -1.28660 0.40086
H -1.35003 -0.41520 -1.87301
H -1.61266 -1.99738 -2.56697
H -0.14424 -2.33822 1.02392
H 0.34991 -0.69629 0.80253
H 2.42607 -0.80625 1.08984
H 2.79054 -2.07577 0.13406
H 2.08817 -3.78116 1.93020
H 1.79790 -2.46733 2.98171
H 4.39991 -3.20789 1.87846
H 3.92663 -3.32066 3.50176
H 4.26098 -1.77364 2.90540
H 2.61976 -1.51344 -2.53519
H 1.79531 -0.07399 -1.83689
H 0.23560 -0.11712 -3.80448
H 1.03209 -1.66662 -4.17530
H 2.07782 0.29727 -5.63023
H 3.22729 -0.54366 -4.72314
H 3.39981 1.92863 -4.46064
H 2.81765 1.41284 -2.99629
H 1.65738 2.00524 -4.03737
H 1.68910 -3.73121 -1.67901
H 0.28079 -3.76818 -2.68801
H -1.07494 -4.53541 -0.53005
H 0.49426 -4.81148 0.14920
H -0.61373 -5.84747 -2.34942
H -0.54529 -6.87008 -0.86971
H 1.70568 -7.18679 -1.06425
H 2.13746 -6.13660 -2.23686
H 1.14891 -7.62896 -2.63611
C 0.04650 3.58869 4.91396
C -0.75749 4.46881 3.91772
C -1.01783 3.71026 2.56852
C 0.20661 3.53802 1.59877
P 0.10946 1.99825 0.43237
C 0.57973 0.59930 1.55113
C 2.09455 0.44704 1.54801
C 2.49704 -0.68808 2.52019
C 2.58244 -0.39063 4.12090
C -1.68270 1.95606 -0.09840
C -2.76597 1.65450 0.89876
C -4.08802 1.10369 0.37115
C -5.14331 0.52932 1.45954
C 1.25367 2.39868 -0.86363
C 0.99383 3.73164 -1.61327
C -0.06528 3.63459 -2.81325
C -0.45036 5.09772 -3.27480
H 0.66329 2.87587 4.36664
H -0.69063 2.81839 5.14060
H 0.47665 3.94748 5.84902
H -0.10805 5.27987 3.58833
H -1.68592 4.78228 4.39506
H -1.80757 4.21329 2.01053
H -1.48956 2.78016 2.88551
H 1.15340 3.49700 2.13730
H 0.32084 4.50386 1.10661
H 0.06066 -0.21634 1.04774
H 0.13586 0.98493 2.46894
H 2.63114 1.36821 1.77521
H 2.36918 0.31712 0.50121
H 3.50710 -1.03850 2.30789
H 1.90758 -1.59784 2.40621
H 2.27499 -1.10318 4.88631
H 1.90536 0.44307 4.30698
H 3.47968 0.10543 4.49102
H -1.80985 1.19657 -0.86982
H -1.95510 2.92389 -0.51936
H -2.89502 2.52237 1.54549
H -2.41702 0.85172 1.54827
H -3.81644 0.21344 -0.19613
H -4.53307 1.84896 -0.28810
H -6.15081 0.94375 1.42349
H -4.80030 0.92335 2.41619
H -5.11229 -0.53432 1.69581
H 1.32423 1.59810 -1.59997
H 2.26839 2.42291 -0.46631
H 1.92699 4.08466 -2.05222
H 0.72316 4.50956 -0.89936
H -0.96142 3.06129 -2.57586
H 0.46982 3.10906 -3.60420
H 0.49221 5.54649 -3.58826
H -0.73370 5.60310 -2.35154
H -1.21544 5.21151 -4.04278
*
```

The calculation puts the maximum force at 16.4 eV/A. The value obtained for the HOMO-LUMO gap is 8.63 eV. The highest occupied orbital energy comes out at -10.25 eV. The energy above the lowest of the compared OMol25 structures with the same formula, charge and spin is 718.68 kcal per mole.

These are the Mulliken partial charges, in e, on atoms 1 to 2:
1 O -0.9998
2 H -0.5763